# C20H16BrN14OSW

A molecular structure, C20H16BrN14OSW at a distorted geometry (ωB97M-V with the def2-TZVPD basis set, the OMol25 dataset).

Last column: natural (NBO) charge in e.
Geometry (Å):
1 H -3.5302 2.1277 0.0719  0.240
2 N 1.7400 -0.0807 -3.7022  -0.658
3 N -1.3261 -3.2345 -1.7562  -0.509
4 H -1.5939 3.5115 3.5909  0.275
5 C -1.9576 2.0624 -1.4232  -0.119
6 C 1.4621 0.0956 -2.4541  0.318
7 H -0.2387 1.6982 4.6471  0.274
8 O 4.9560 -2.4556 4.3191  -0.564
9 C -0.0042 -3.1974 -1.7140  0.563
10 N 0.1513 -0.1817 -2.0002  -0.405
11 N 2.2280 -1.1292 1.5582  -0.615
12 N -3.2739 -2.2724 -0.7829  -0.252
13 S 2.5728 0.4972 -1.2222  0.109
14 C -1.1852 2.7024 2.9989  -0.065
15 C -1.9897 -2.3850 -0.8799  0.472
16 H -5.1819 3.1268 -1.4467  0.264
17 H 0.7454 -0.0389 3.2232  0.223
18 C -0.8838 1.6157 0.9021  0.162
19 C 4.4185 -0.9615 2.5095  -0.292
20 C -1.6385 2.2890 -2.7828  -0.137
21 C -4.1820 2.9132 -1.8004  -0.202
22 N -0.0557 0.6332 -0.9171  -0.396
23 H -1.8380 -3.6872 -2.5074  0.486
24 C 2.8290 -2.5301 3.4225  -0.298
25 H -1.9557 3.4403 1.1198  0.272
26 H -0.6390 2.0894 -3.1455  0.213
27 C -1.0211 1.4549 -0.5590  0.405
28 N -2.3617 -0.7431 0.4608  -0.108
29 N -3.4719 -1.2276 0.0592  0.028
30 Br 0.1653 -2.6607 2.4587  0.363
31 H 1.0250 -0.3693 -4.3627  0.452
32 C -0.4335 1.7073 3.5839  -0.190
33 N 1.8558 -2.4637 -0.9333  -0.184
34 W 0.6713 -0.9010 0.0196  1.780
35 C -2.5700 2.8535 -3.6182  -0.192
36 N 1.9960 -2.7423 -2.2329  0.086
37 H 3.6954 0.2013 0.9017  0.234
38 N 0.9054 -3.2765 -2.7115  -0.208
39 C 1.9601 -2.0680 2.4901  0.161
40 N -1.3449 -1.4582 -0.1086  -0.496
41 H -4.5768 3.5954 -3.7945  0.260
42 C -3.8411 3.1611 -3.1288  -0.057
43 C 3.4694 -0.5772 1.6093  0.105
44 H 5.3866 -0.4778 2.4961  0.274
45 C 0.1120 0.7130 2.7837  0.112
46 H 2.5478 -3.2869 4.1424  0.295
47 N 0.6019 -2.8036 -0.5775  -0.413
48 N -0.0887 0.6583 1.4678  -0.484
49 H -2.3221 3.0688 -4.6482  0.257
50 C -1.4022 2.6593 1.6196  -0.165
51 H 5.8408 -2.0550 4.3004  0.527
52 H 2.6954 -0.0121 -4.0357  0.461
53 C -3.2483 2.3837 -0.9406  -0.119
54 C 4.1251 -1.9819 3.4298  0.459

Results
Kohn-Sham gap (eV): 6.408
LUMO (eV): -11.57
Net charge: +3
Maximum force (eV/A): 1.36

***

# C3H5NOS2

A single C3H5NOS2 molecule at a distorted geometry (ωB97M-V with the def2-TZVPD basis set, the OMol25 dataset).

Last column: natural (NBO) charge in e.
Geometry (Å):
1 S -4.7980 0.4613 0.0786  -0.047
2 C -3.2467 0.3166 0.1166  0.262
3 N -2.1036 0.3449 0.2913  -0.436
4 C -0.9042 -0.3504 0.1747  -0.240
5 H -0.4819 0.5017 -1.7282  0.239
6 C 0.0775 0.2109 -0.8256  -0.542
7 O 1.9021 1.0335 0.8545  -0.864
8 H -1.1611 -1.4629 -0.1098  0.200
9 S 0.9563 1.7566 -0.2035  0.482
10 H 1.8435 1.4551 1.6697  0.488
11 H -0.4690 -0.3158 1.1274  0.215
12 H 0.9551 -0.5080 -0.8201  0.243

Results
Kohn-Sham gap (eV): 9.179
LUMO (eV): 0.43
Relative energy (zero: lowest compared OMol25 entry of this formula, charge and spin) (eV): 1.8167
Maximum force (eV/A): 3.07

***

# C3H5ClN2O

A single C3H5ClN2O molecule at a distorted geometry (ωB97M-V with the def2-TZVPD basis set, the OMol25 dataset).

Last column: natural (NBO) charge in e.
Geometry (Å):
1 N -0.9561 1.2666 -0.0212  -0.863
2 H 1.3177 1.2364 -0.5068  0.247
3 H 1.3391 -1.9157 0.1100  0.224
4 H -1.6998 1.9278 0.0218  0.396
5 C -1.5440 -0.0232 -0.0220  0.790
6 Cl 3.3425 0.0551 -0.0231  -0.016
7 C 1.6323 0.2272 -0.2504  -0.312
8 C 0.8970 -0.8442 0.0004  -0.025
9 O -2.7214 -0.2520 -0.1231  -0.598
10 H -0.2826 1.3122 0.8076  0.389
11 N -0.5273 -1.0081 -0.0335  -0.645
12 H -0.7973 -1.9822 0.0403  0.412

Results
Kohn-Sham gap (eV): 9.619
LUMO (eV): 0.69
Relative energy (zero: lowest compared OMol25 entry of this formula, charge and spin) (eV): 0.6402
Maximum force (eV/A): 2.92

***

# CH7N2

2 unconnected molecules or ions with the total composition CH7N2 at a distorted geometry (ωB97M-V with the def2-TZVPD basis set, the OMol25 dataset).

Last column: natural (NBO) charge in e.
Geometry (Å):
1 C -0.4042 -0.9211 -1.7460  0.044
2 H 1.1541 0.4167 -1.4806  0.389
3 N 0.4425 -0.2383 -1.0890  -0.737
4 H 0.0027 1.6681 2.1733  0.471
5 H -0.7158 0.0707 1.9878  0.453
6 H -1.2741 -1.3141 -1.0949  0.174
7 H 0.9188 0.2345 1.8534  0.444
8 H -0.3753 -1.2512 -2.8212  0.203
9 H 0.2266 0.6591 0.5787  0.485
10 N 0.0247 0.6755 1.6385  -0.926

Results
Kohn-Sham gap (eV): 10.612
LUMO (eV): -3.94
Net charge: +1
Relative energy (zero: lowest compared OMol25 entry of this formula, charge and spin) (eV): 1.0964
Maximum force (eV/A): 3.38